(1)
# C6H12Cl

A structure of composition C6H12Cl in a non-equilibrium geometry (the ωB97M-V functional and the def2-TZVPD basis, the Open Molecules 2025 dataset).

Each line ends with the Löwdin spin population.
Cartesian coordinates (Å):
Cl (-0.16385, 3.01860, 1.20501)  0.33
H (1.94776, 0.79906, 0.95499)  0.02
C (0.88804, 0.76364, 0.60174)  0.44
C (0.68091, 0.85160, -0.90695)  0.04
C (0.15644, -0.42076, -1.55336)  0.02
C (-0.99074, -1.00156, -0.73365)  0.00
C (-0.55880, -1.35345, 0.68582)  0.02
C (-0.05992, -0.11446, 1.41235)  0.04
H (0.68241, 1.97792, 1.04184)  0.08
H (-0.04000, 1.65453, -1.15195)  0.01
H (1.61201, 1.18824, -1.39853)  0.00
H (-0.20147, -0.17217, -2.56094)  0.00
H (0.95106, -1.16304, -1.63641)  0.00
H (-1.84597, -0.31584, -0.72120)  0.00
H (-1.31398, -1.91834, -1.21876)  0.00
H (-1.41595, -1.75588, 1.24121)  0.00
H (0.22196, -2.11381, 0.64618)  0.00
H (0.40579, -0.38471, 2.37775)  0.00
H (-0.95571, 0.46041, 1.71484)  0.01

Output
2S+1: 2
Energy relative to the best compared isomer or geometry (same formula, charge and spin) in eV: 0.346
Frontier orbital gap (spin up / spin down) in eV: 9.56 / 9.57
LUMO energy (spin up / spin down) in eV: 1.04 / -1.14
Charge: 0
Highest occupied orbital energy (spin up / spin down) in eV: -8.517 / -10.716
F_max in eV/A: 3.069


(2)
# C6H12Cl2FN3O4S

A cluster of 2 separate species, C6H12Cl2FN3O4S in total in a non-equilibrium geometry (the ωB97M-V functional and the def2-TZVPD basis, the Open Molecules 2025 dataset).

Each line ends with the Mulliken charge.
Cartesian coordinates (Å):
H (2.18840, 1.10101, 0.29578)  0.28
N (2.69442, 1.64318, -0.41068)  -0.70
C (1.89561, 1.98857, -1.32570)  -0.27
C (0.41012, 1.66617, -1.39833)  -0.61
N (-0.19236, 1.61290, -0.05601)  0.25
C (-0.80671, 0.31289, 0.29782)  -1.15
Cl (-0.56166, 0.03427, 2.04239)  -0.11
C (-2.27702, 0.08461, -0.07634)  0.50
C (-2.66509, -1.37132, 0.29286)  -1.22
Cl (-2.53591, 0.29561, -1.82334)  -0.16
S (-1.11176, 2.97463, 0.20603)  1.06
O (-0.20630, 4.05280, 0.40547)  -0.60
O (-2.12691, 3.17226, -0.76797)  -0.52
F (-1.74436, 2.63875, 1.57117)  -0.20
H (2.30412, 2.56979, -2.15314)  0.44
H (-0.06090, 2.41665, -2.03282)  0.54
H (0.29280, 0.72036, -1.92353)  0.44
H (-0.22600, -0.45198, -0.20671)  0.62
H (-2.91470, 0.72450, 0.52747)  0.47
H (-3.46727, -1.40272, 1.02461)  0.29
H (-2.98599, -1.91220, -0.59281)  0.37
H (-1.81050, -1.91712, 0.68455)  0.30
C (2.65093, -3.49888, 0.95660)  -0.80
N (1.80098, -2.35300, 0.53824)  0.85
O (2.26555, -1.55301, -0.24716)  -0.53
O (0.68634, -2.28386, 1.01222)  -0.47
H (3.60603, -3.41715, 0.45219)  0.32
H (2.76774, -3.43940, 2.03439)  0.30
H (2.13040, -4.40829, 0.67273)  0.30

Output
Frontier orbital gap in eV: 9.72
LUMO energy in eV: -0.25
Charge: 0
Highest occupied orbital energy in eV: -9.971
F_max in eV/A: 2.445